No. 1
Formula: C26H26NO6P
Source: OMol25
Level of theory: wB97M-V/def2-TZVPD

Its total charge is 0. The calculation puts the HOMO energy at -8.32 eV. The total energy comes out at -1853.9375 Eh.

Last column: natural (NBO) charge in e.
Geometry (Å):
H: -4.98852 1.73850 3.67138  0.507
H: -4.38285 -0.20991 -0.93085  0.208
O: 0.15080 1.00803 -2.74815  -0.535
C: 4.77922 -3.64852 -0.82643  -0.616
C: -1.31989 -3.79402 -1.87332  -0.226
H: -3.45414 1.45126 0.45496  0.215
H: -1.68976 -2.89323 -3.77361  0.213
C: 1.76442 0.12705 -1.19037  -0.132
C: -2.27510 -2.65891 0.02843  -0.245
H: -1.24115 6.61478 2.87991  0.507
H: 3.99788 -3.19536 -0.22355  0.212
H: -2.41713 -2.60652 1.10057  0.209
H: 4.27269 -1.28824 -3.95901  0.235
C: -1.80232 4.42028 2.76905  0.539
H: -4.21512 -0.96749 0.63485  0.218
C: -3.54974 2.82920 3.24893  0.314
N: -0.46907 0.33326 -0.59476  -0.479
C: -3.91708 5.29090 3.75072  -0.393
C: 0.41740 0.53341 -1.69063  0.700
C: 4.02545 -0.60825 -1.09799  -0.285
H: 5.08715 -4.55672 -0.31332  0.212
H: 2.73247 -0.13294 2.03951  0.231
C: -1.52395 -3.70289 -0.49752  -0.205
C: -1.86275 -2.82574 -2.71172  -0.195
H: 6.37879 -2.42689 -0.01400  0.225
P: 5.60655 -1.11819 -1.86421  0.790
H: -2.34244 0.37825 1.25713  0.226
H: 6.00185 -1.49436 -4.24083  0.241
C: -3.65227 -0.56597 -0.20646  -0.442
H: -1.59567 2.12618 -0.66065  0.205
C: 1.70191 0.14953 0.18380  -0.076
C: 2.79566 -0.17197 0.96308  -0.170
C: -1.74997 1.04983 -0.72296  -0.226
H: 2.90645 -0.24440 -2.94099  0.226
C: -2.79672 0.59777 0.29805  -0.406
C: 3.95691 -0.55316 0.29834  -0.211
O: -0.70117 4.72980 2.35422  -0.553
C: -2.31362 3.05936 2.78756  -0.416
H: -4.55674 6.07697 4.12620  0.244
C: 5.18848 -1.70749 -3.55757  -0.935
O: -5.55256 3.63442 4.13462  -0.543
H: -3.04345 -1.06204 -2.84602  0.209
H: 6.72858 -3.21045 -1.59663  0.230
H: -1.66944 2.26896 2.42226  0.268
O: -4.09373 1.61509 3.30030  -0.635
H: -2.15185 0.84364 -1.70695  0.224
C: -4.43671 3.93437 3.75015  0.474
H: 4.35771 -3.88868 -1.79813  0.203
H: -1.10152 -4.44876 0.15754  0.211
C: 5.98286 -2.71463 -0.98158  -0.680
H: 4.82770 -0.81861 0.87955  0.217
C: -2.84106 -1.68486 -0.79632  0.085
H: 5.04782 -2.78801 -3.53534  0.224
C: -2.61872 -1.79108 -2.16869  -0.257
C: 2.91284 -0.24854 -1.86297  -0.177
O: -2.13349 6.73451 3.25918  -0.628
H: -0.74730 -4.62014 -2.26551  0.211
C: 0.31667 0.55566 0.55881  0.690
O: -0.05069 1.02092 1.59542  -0.564
C: -2.68057 5.52502 3.29250  0.310

Atoms 1-3, force components in eV/Å:
H 0.0 0.0 0.0
H 0.0 0.1 -0.2
O -0.6 0.1 -0.8



No. 2
Formula: C26H27AlClOP
Source: OMol25
Level of theory: wB97M-V/def2-TZVPD

Its total charge is 0. The calculation puts the HOMO energy at -7.99 eV. The total energy comes out at -2126.2830 Eh.

Last column: natural (NBO) charge in e.
Geometry (Å):
H: -0.38822 5.22908 -3.66620  0.222
H: 0.81660 -1.27104 2.37234  0.225
H: -0.67951 3.03520 -2.53588  0.239
C: 1.38007 -2.07987 0.34701  -0.269
H: 1.26473 -2.53477 -7.20639  0.219
C: -3.44725 0.29000 -5.77704  -0.213
Al: -0.05900 0.48291 -0.85164  1.714
C: 0.65035 -1.41145 -5.48329  -0.215
C: 0.29337 1.92274 -4.12842  -0.256
H: 0.80931 5.37518 -5.84902  0.218
C: -3.49295 -1.71684 -4.43471  -0.212
C: -2.71698 2.44346 1.62548  -0.614
C: -1.67662 -0.12588 -4.16643  -0.250
C: -0.61235 -1.49613 -0.69473  -0.659
C: -2.25090 0.67498 -5.16449  -0.219
H: -1.56802 -0.81289 1.23299  0.246
C: 0.58297 -1.40016 1.31222  -0.257
C: -0.25724 2.82269 1.68522  -0.624
H: -2.68076 2.82412 2.65127  0.203
Cl: 1.93802 1.20227 -0.71442  -0.564
H: 2.34498 -2.53789 0.56000  0.219
H: -1.75479 1.59462 -5.47588  0.230
C: 2.39062 -0.84192 -3.89135  -0.216
C: -1.35840 1.88530 1.25467  0.114
H: -3.97030 -2.65393 -4.14951  0.222
C: 1.04409 -0.77916 -4.29136  -0.326
C: 0.67812 -2.16101 -0.86275  -0.264
H: -3.01562 3.26856 0.97710  0.206
C: 3.32541 -1.49062 -4.69933  -0.154
C: -4.08874 -0.88841 -5.39082  -0.187
C: -0.64102 -1.03011 0.69943  -0.387
H: -0.46505 3.18039 2.69948  0.203
H: 1.34856 1.10728 -5.83135  0.229
C: 2.93115 -2.11390 -5.88824  -0.215
H: -3.48446 1.66817 1.61232  0.204
H: 2.69550 -0.36796 -2.95623  0.248
H: 0.98122 -2.69375 -1.76365  0.224
H: 1.66724 3.29024 -6.92678  0.219
C: 1.59104 -2.06718 -6.27740  -0.204
P: -0.09096 0.31118 -3.34113  0.840
C: 0.66786 4.41013 -5.36121  -0.185
H: -0.19545 3.68030 1.00746  0.206
C: -0.00014 4.32611 -4.13458  -0.213
C: 1.14863 3.24884 -5.96935  -0.215
H: -1.51811 -1.69678 -1.27259  0.256
H: -3.86841 0.92475 -6.55602  0.221
O: -1.25751 1.54191 -0.11638  -1.015
H: -1.26014 0.96903 1.86277  0.152
H: -0.38960 -1.37493 -5.80312  0.231
H: 0.70041 2.29512 1.67074  0.219
C: -0.17869 3.09482 -3.50585  -0.210
H: -5.03634 -1.16940 -5.85058  0.219
C: 0.96889 2.00968 -5.35379  -0.228
H: -1.78619 -2.04898 -3.16194  0.222
C: -2.27987 -1.36038 -3.84907  -0.229
H: 3.66428 -2.62081 -6.52027  0.220
H: 4.37380 -1.50621 -4.40491  0.214

Atoms 1-3, force components in eV/Å:
H 0.1 -0.2 -0.1
H 0.0 0.2 -0.5
H 0.1 0.0 -0.2



No. 3
Formula: C26H27BrN7O3ReS2
Source: OMol25
Level of theory: wB97M-V/def2-TZVPD

As for the spin multiplicity: 4. As for the expectation value of S²: 3.78. Its total charge is +3. The value obtained for the energy above the lowest of the compared OMol25 structures with the same formula, charge and spin is 2.1005 eV. The calculation puts the HOMO energy (alpha / beta) at -14.46 / -14.45 eV. The total energy comes out at -5063.7360 Eh.

Last column: natural (NBO) charge in e.
Geometry (Å):
H: 0.34157 -4.51034 0.41800  0.226
H: 5.99716 -2.09021 1.36422  0.251
S: -1.02989 -1.53472 3.07281  0.016
C: -2.69589 3.71114 -5.77689  -0.164
H: 5.58993 -0.90506 0.11478  0.245
C: -0.02287 -1.27307 -2.14839  0.193
H: 0.00386 -2.15676 -5.39527  0.284
H: -0.01681 0.65978 -1.78997  0.552
H: 2.16316 0.06033 6.03916  0.235
H: -1.93214 0.90899 -2.72091  0.407
C: -0.92940 1.59150 -5.65487  0.058
C: -1.02326 2.31498 -6.84818  -0.160
H: -4.09437 2.48523 0.50464  0.272
H: -0.85725 -3.67206 1.42942  0.213
H: -1.33151 -4.30195 -0.16333  0.239
C: -2.98703 4.00727 1.54984  -0.081
H: 0.11407 3.45765 2.81029  0.254
H: -3.23565 3.28434 -3.73930  0.215
C: 2.98859 -0.76320 0.91407  0.236
C: -0.53344 0.12472 -4.14920  0.289
C: 2.19844 -2.21928 2.33031  -0.088
C: 1.13090 0.36282 5.87036  -0.231
C: 3.55136 -2.32320 2.33850  -0.027
Br: 0.54739 -5.02100 -4.80235  0.180
H: 4.19986 -2.97340 2.90117  0.267
C: 5.44696 -1.17706 1.15710  -0.419
H: 0.21902 -4.64685 -1.92103  0.259
Re: -0.18110 -0.67147 0.97732  1.457
H: -2.03743 3.92789 -7.80374  0.241
N: -1.03144 2.10734 1.74777  -0.004
N: -0.24292 0.43834 -5.37753  -0.375
H: 1.47774 -2.79806 2.87833  0.244
C: -0.13746 -1.13488 -3.52488  -0.073
C: 0.16093 -3.65519 -2.34584  -0.292
H: 1.04787 0.54650 3.68778  0.437
O: -0.01365 1.21430 1.82959  -0.555
H: -1.34903 -1.84915 5.90464  0.454
H: -0.40650 2.04670 -7.69461  0.244
C: 0.13382 -0.45933 6.71133  -0.232
H: -0.53678 0.16456 7.29994  0.242
C: -0.26372 -0.83753 4.46096  0.365
C: -1.79921 4.28375 2.23219  -0.211
H: -1.62630 5.24871 2.68635  0.278
C: 0.04430 -2.26718 -4.32055  -0.159
C: -3.17508 2.75330 1.00744  -0.211
C: -2.59958 3.02802 -4.57757  -0.275
H: 0.63288 -1.15402 7.38307  0.248
C: -1.91865 3.36085 -6.89077  -0.203
C: 0.24378 -3.50224 -3.72840  -0.069
H: 5.84044 -0.38306 1.78987  0.242
O: 0.10060 -0.17475 -1.29869  -0.726
O: -0.17108 -2.56350 -0.16527  -0.549
H: 1.04839 1.43138 6.05857  0.236
N: -0.62586 -1.18247 5.67976  -0.523
C: -1.69281 1.98044 -4.53137  0.170
H: -3.39321 4.53379 -5.85526  0.235
N: 4.03051 -1.39936 1.44196  -0.273
N: 0.73038 0.03595 4.49095  -0.551
H: 3.06582 0.01033 0.16602  0.241
C: 0.00527 -2.53037 -1.56201  0.281
C: -0.83802 3.31503 2.32038  0.054
C: -0.52470 -3.85158 0.41157  -0.257
S: -2.32524 0.22263 0.39441  0.048
N: 1.84324 -1.23059 1.42607  -0.617
H: -3.74874 4.76812 1.44623  0.273
N: -1.39741 1.03562 -3.56334  -0.591
C: -2.17277 1.79061 1.10234  0.038

Atoms 1-3, force components in eV/Å:
H 0.1 0.1 -0.1
H -0.1 0.0 0.0
S -0.1 0.0 -0.5



No. 4
Formula: C26H27CaClN4O8S3
Source: OMol25
Level of theory: wB97M-V/def2-TZVPD

Its total charge is 0. The value obtained for the energy above the lowest of the compared OMol25 structures with the same formula, charge and spin is 0.2487 eV. The calculation puts the HOMO energy at -7.84 eV. The total energy comes out at -4160.1457 Eh.

Last column: natural (NBO) charge in e.
Geometry (Å):
C: 0.57708 -1.34236 2.05161  0.546
C: 3.58094 4.25973 0.45757  -0.194
H: 1.23000 4.17116 2.89332  0.219
C: -4.80739 0.14852 -3.34146  -0.193
O: -1.52897 -0.97731 -4.62916  -0.830
O: -0.71811 1.31938 0.44765  -1.062
C: -4.58203 -1.03141 -0.83158  -0.130
H: -0.12185 -1.14721 5.75018  0.220
C: -0.93144 -1.12269 3.73984  0.087
N: -0.71373 -1.18961 2.44031  -0.486
C: 4.03252 -3.01769 1.38996  -0.143
C: -3.24562 3.14199 -2.34444  -0.597
H: 5.44403 -4.28265 2.38389  0.208
H: 3.08101 -6.13812 -0.67726  0.212
C: -3.75731 0.47178 -2.49628  -0.271
C: -1.75936 3.90689 -0.40345  -0.420
N: 0.75654 -1.44233 0.70192  -1.031
C: -3.05935 3.21752 -0.82859  -0.417
S: -0.40138 2.34163 1.49202  1.316
H: 5.45581 -6.66706 1.99186  0.380
H: 1.37450 2.06937 -0.85417  0.188
C: 3.05218 -2.94115 0.41417  -0.333
O: -0.96077 -1.72553 -2.46571  -0.960
H: -4.48480 -1.49573 0.14071  0.215
H: 3.52203 3.10998 -1.35550  0.228
H: 2.20065 -1.52104 4.85941  0.190
O: 0.51577 -0.35690 -3.61536  -0.901
C: 2.93674 4.55847 1.65164  -0.200
S: -2.54216 1.63766 -3.07947  1.334
H: -4.29662 3.13866 -2.64166  0.238
O: 1.95951 -1.37142 -1.33317  -1.045
C: 4.66962 -4.22166 1.62829  -0.288
C: 1.15104 3.08557 1.03758  -0.300
H: 4.52837 -7.39101 0.78658  0.381
H: 1.95360 -3.98396 -1.10274  0.242
C: -3.63186 -0.11023 -1.24371  -0.233
H: -3.10337 2.21624 -0.39640  0.231
C: 2.70695 -4.06320 -0.32892  -0.152
H: -6.37556 -2.08506 -1.34473  0.218
C: 4.32779 -5.36079 0.89656  0.194
C: 3.01312 3.36643 -0.43647  -0.190
O: 0.17702 -2.58232 -4.35236  -0.793
C: 3.34027 -5.26558 -0.08969  -0.282
H: 4.28613 -2.13156 1.95424  0.245
H: 3.38799 5.24239 2.35806  0.221
C: -5.75667 -0.76934 -2.91767  -0.203
N: 4.99414 -6.55864 1.10516  -0.795
H: -2.40183 3.58236 1.66168  0.230
C: 1.79025 2.77590 -0.14819  -0.123
O: 3.06648 -0.34892 0.59566  -0.961
H: -0.97527 4.60996 1.53043  0.238
H: -2.81381 0.15838 -0.58891  0.233
Cl: -0.44520 -1.42974 -3.82436  2.554
H: 4.53723 4.71254 0.23220  0.222
O: -1.32681 1.38890 -2.24985  -1.076
H: -6.57355 -1.03965 -3.57358  0.220
H: -4.86523 0.58300 -4.33236  0.225
H: -3.90426 3.76784 -0.40488  0.213
H: -0.91868 3.51878 -0.98155  0.238
S: 2.23263 -1.42132 0.10632  2.293
N: 1.61453 -1.48485 2.89255  -0.511
Ca: 0.03336 -0.16896 -1.19958  1.800
C: -5.64136 -1.35832 -1.66704  -0.212
C: -1.48373 3.74721 1.09462  -0.589
C: 1.72290 3.96423 1.94995  -0.207
H: -1.96599 -0.99402 4.04619  0.185
C: 1.35063 -1.41065 4.19231  0.094
H: -2.75865 3.97549 -2.85475  0.230
H: -1.83119 4.97329 -0.63092  0.214
C: 0.08056 -1.21121 4.69145  -0.370

Atoms 1-3, force components in eV/Å:
C -0.4 -0.5 0.2
C 0.0 0.0 0.0
H 0.0 0.0 0.0